P.
Molecular formula: C3H9N3S
Method: DFT, ωB97M-V with the def2-TZVPD basis set

Output
Kohn-Sham gap   9.264 eV
Multiplicity   1
Net charge   0
SMILES   CCN(N)/C=N/S

Structure (XYZ):
```
16
C3H9N3S ωB97M-V with the def2-TZVPD basis set
C 1.728 0.980 0.429
C 0.353 1.454 0.125
C -1.092 -0.506 0.353
H 1.792 0.305 1.235
H 2.167 0.564 -0.475
H 2.402 1.810 0.730
H -0.075 1.900 1.108
H 0.349 2.327 -0.544
H -0.417 -0.209 -2.410
H 0.549 -1.048 -1.402
H -1.386 -0.145 1.373
H -2.644 -3.526 0.339
N -0.506 0.443 -0.454
N 0.291 -0.078 -1.592
N -1.259 -1.728 -0.020
S -2.253 -2.544 1.204
```

=====

Q.
Molecular formula: C3H9N3S
Method: DFT, ωB97M-V with the def2-TZVPD basis set

Output
Kohn-Sham gap   9.585 eV
Multiplicity   1
Net charge   0
SMILES   [H]/N=C(/N)SCCN

Structure (XYZ):
```
16
C3H9N3S ωB97M-V with the def2-TZVPD basis set
C -0.034 1.798 0.470
C -1.097 0.807 -0.066
C 0.212 -1.600 -0.717
H 1.538 1.825 1.720
H 1.765 0.790 0.427
H -0.558 2.334 1.207
H 0.252 2.531 -0.302
H -1.300 0.022 0.623
H -2.037 1.320 -0.298
H -0.114 -3.155 0.389
H -1.515 -2.355 -0.271
H 1.625 -1.223 -1.829
N 1.110 1.207 1.075
N -0.588 -2.301 0.172
N 1.405 -1.850 -1.073
S -0.664 -0.150 -1.527
```

=====

R.
Molecular formula: C3H9N3S
Method: DFT, ωB97M-V with the def2-TZVPD basis set

Output
Kohn-Sham gap   9.618 eV
Multiplicity   1
Net charge   0
SMILES   [H]/N=C(/NN)SCC

Structure (XYZ):
```
16
C3H9N3S ωB97M-V with the def2-TZVPD basis set
C -0.711 -1.995 -0.282
C -0.985 -0.895 -1.266
C 0.941 0.798 -0.116
H -0.104 -1.651 0.608
H -1.698 -2.203 0.273
H -0.210 -2.893 -0.585
H -1.811 -0.361 -0.893
H -1.445 -1.421 -2.205
H 1.505 -0.942 0.306
H -0.101 2.462 -0.531
H -0.036 1.807 2.119
H 1.585 2.275 2.019
N 1.530 0.082 0.739
N 0.733 2.162 -0.050
N 0.520 2.484 1.491
S 0.288 0.290 -1.627
```

=====

Short version: Q, P, R, most stable first.

=====

P.
Molecular formula: C26H32N4O6S
Method: DFT, ωB97M-V with the def2-TZVPD basis set

Output
Kohn-Sham gap   9.014 eV
Multiplicity   1
Net charge   0
SMILES   CCOc1ccc(S(=O)(=O)N2CCCCC2)cc1NC(=O)CN1C(=O)N[C@@](CC)(c2ccccc2)C1=O

Structure (XYZ):
```
69
C26H32N4O6S ωB97M-V with the def2-TZVPD basis set
C 2.059 4.299 -0.805
C 0.569 4.026 -0.948
H -0.016 4.806 -0.445
H 0.284 3.998 -2.008
O 0.316 2.773 -0.337
C -0.962 2.307 -0.261
C -2.047 2.829 -0.947
C -3.292 2.225 -0.836
C -3.445 1.115 -0.036
C -2.385 0.593 0.684
C -1.138 1.183 0.578
N -0.008 0.735 1.265
C 0.205 -0.494 1.794
O -0.602 -1.391 1.842
C 1.641 -0.645 2.328
N 2.621 -0.290 1.327
C 3.152 -1.170 0.423
O 2.936 -2.350 0.374
C 4.058 -0.343 -0.498
N 3.960 0.965 0.108
C 3.062 1.018 1.110
O 2.683 1.988 1.723
H 4.321 1.798 -0.326
C 5.467 -0.905 -0.483
C 6.552 -0.130 -0.094
C 7.829 -0.665 -0.101
C 8.034 -1.977 -0.489
C 6.953 -2.757 -0.863
C 5.677 -2.226 -0.862
H 4.836 -2.846 -1.129
H 7.103 -3.786 -1.154
H 9.031 -2.391 -0.493
H 8.665 -0.051 0.202
H 6.407 0.890 0.227
C 3.480 -0.326 -1.929
C 2.014 0.095 -1.964
H 1.679 0.170 -2.996
H 1.391 -0.639 -1.459
H 1.862 1.061 -1.485
H 4.086 0.358 -2.529
H 3.581 -1.325 -2.350
H 1.798 -1.689 2.607
H 1.779 0.008 3.194
H 0.739 1.423 1.316
H -2.533 -0.271 1.308
S -5.054 0.344 0.133
O -5.587 0.651 1.428
O -5.843 0.717 -1.013
N -4.610 -1.263 0.127
C -4.263 -1.773 -1.181
C -5.494 -2.221 -1.970
C -6.299 -3.226 -1.148
C -6.674 -2.604 0.195
C -5.408 -2.163 0.930
H -5.655 -1.625 1.845
H -4.785 -3.029 1.177
H -7.301 -1.725 0.028
H -7.228 -3.316 0.809
H -7.198 -3.520 -1.692
H -5.698 -4.124 -0.977
H -6.107 -1.343 -2.176
H -5.181 -2.662 -2.918
H -3.739 -0.973 -1.707
H -3.572 -2.611 -1.037
H -4.146 2.603 -1.374
H -1.934 3.696 -1.579
H 2.358 4.130 0.227
H 2.277 5.326 -1.083
H 2.626 3.632 -1.449
```

=====

Q.
Molecular formula: C26H32N4O6S
Method: DFT, ωB97M-V with the def2-TZVPD basis set

Output
Kohn-Sham gap   8.602 eV
Multiplicity   1
Net charge   0
SMILES   COCCNC(=O)CSc1nc2ccccc2c(=O)n1CCC(=O)NCCc1ccc(OC)c(OC)c1

Structure (XYZ):
```
69
C26H32N4O6S ωB97M-V with the def2-TZVPD basis set
C 2.586 3.066 0.232
H 1.924 3.059 1.103
O 2.012 3.751 -0.858
C 0.980 3.053 -1.508
C -0.285 2.849 -0.658
N -0.224 1.635 0.123
C -0.406 1.625 1.449
O -0.719 2.605 2.098
C -0.191 0.295 2.159
H -0.993 0.150 2.882
H 0.770 0.329 2.677
S -0.167 -1.176 1.111
C 1.554 -1.280 0.743
N 2.337 -0.440 1.315
C 3.680 -0.518 1.072
C 4.543 0.395 1.688
C 5.896 0.321 1.450
C 6.421 -0.655 0.602
C 5.584 -1.558 -0.012
C 4.208 -1.500 0.217
C 3.305 -2.436 -0.433
O 3.635 -3.310 -1.211
N 1.954 -2.275 -0.098
C 1.021 -3.150 -0.777
C 0.805 -2.717 -2.235
C 0.225 -1.319 -2.322
O 0.739 -0.359 -1.770
N -0.884 -1.209 -3.072
H -1.280 -2.032 -3.499
C -1.623 0.021 -3.231
H -1.122 0.772 -2.618
H -1.584 0.337 -4.280
C -3.086 -0.142 -2.797
C -3.207 -0.521 -1.347
C -3.124 -1.845 -0.947
C -3.235 -2.172 0.389
C -3.440 -1.204 1.367
C -3.525 0.146 0.971
C -3.396 0.455 -0.377
H -3.451 1.486 -0.688
O -3.743 1.087 1.938
C -3.915 2.434 1.567
H -4.161 2.954 2.491
H -2.994 2.859 1.161
H -4.735 2.553 0.852
O -3.515 -1.699 2.634
C -4.003 -0.918 3.703
H -4.061 -1.603 4.549
H -4.998 -0.521 3.489
H -3.335 -0.091 3.950
H -3.174 -3.197 0.716
H -2.993 -2.631 -1.676
H -3.601 0.801 -2.984
H -3.553 -0.911 -3.417
H 1.779 -2.720 -2.731
H 0.159 -3.444 -2.726
H 0.077 -3.159 -0.230
H 1.460 -4.153 -0.777
H 5.961 -2.323 -0.674
H 7.486 -0.698 0.429
H 6.562 1.026 1.926
H 4.124 1.145 2.339
H 0.094 0.807 -0.368
H -1.156 2.808 -1.324
H -0.410 3.687 0.034
H 1.337 2.070 -1.851
H 0.737 3.670 -2.377
H 2.834 2.033 -0.037
H 3.499 3.604 0.482
```

=====

Short version: P, Q, most stable first.

=====

P.
Molecular formula: H22O11
Method: DFT, ωB97M-V with the def2-TZVPD basis set

Output
Kohn-Sham gap (spin up / spin down)   10.039 / 4.082 eV
Multiplicity   2
Net charge   +1

Structure (XYZ):
```
33
H22O11 ωB97M-V with the def2-TZVPD basis set
O 0.076 3.969 0.048
H -0.148 4.439 0.852
H 0.838 3.441 0.284
O -1.187 0.084 -2.836
H -0.423 0.365 -2.332
H -1.296 -0.840 -2.612
O 1.340 1.572 -2.845
H 1.521 0.814 -3.402
H 1.952 1.484 -2.115
O 2.686 -0.475 -1.501
H 2.062 -0.619 -0.789
H 2.394 -1.062 -2.198
O 0.064 0.121 -0.521
H -0.384 -0.548 -0.003
H 0.639 0.563 0.104
O -0.415 -1.336 1.988
H 0.330 -0.947 2.446
H -0.873 -1.841 2.660
O -2.752 -2.291 1.168
H -1.851 -2.550 0.972
H -3.065 -2.957 1.780
O -3.366 0.251 0.460
H -3.032 -0.586 0.782
H -4.082 0.470 1.056
O 2.164 1.952 0.612
H 2.412 1.101 0.972
H 2.874 2.539 0.873
O 2.003 -0.154 2.492
H 2.638 -0.615 3.041
H 1.938 0.718 2.881
O -1.809 -2.041 -1.639
H -1.039 -2.583 -1.813
H -2.210 -2.436 -0.865
```

=====

Q.
Molecular formula: H22O11
Method: DFT, ωB97M-V with the def2-TZVPD basis set

Output
Kohn-Sham gap (spin up / spin down)   10.684 / 3.474 eV
Multiplicity   2
Net charge   +1

Structure (XYZ):
```
33
H22O11 ωB97M-V with the def2-TZVPD basis set
O -7.480 -1.814 -4.946
H -8.060 -2.076 -4.231
H -7.363 -0.872 -4.828
O -11.349 -4.223 -6.600
H -12.248 -3.968 -6.395
H -11.181 -4.982 -6.041
O -9.488 -3.132 0.081
H -10.371 -3.425 -0.145
H -9.576 -2.189 0.221
O -8.802 -3.238 -2.654
H -8.724 -3.307 -1.702
H -8.706 -4.137 -2.968
O -10.538 -5.530 -1.562
H -11.287 -6.065 -1.823
H -10.029 -6.095 -0.981
O -12.300 -3.233 0.093
H -12.714 -2.482 0.517
H -12.521 -3.137 -0.834
O -14.053 -2.994 -1.918
H -14.431 -3.810 -2.245
H -14.638 -2.725 -1.210
O -10.177 -1.798 -6.182
H -9.264 -2.005 -6.385
H -10.616 -2.648 -6.156
O -12.250 -0.267 -1.759
H -11.484 -0.370 -1.194
H -12.200 -1.004 -2.368
O -13.173 -1.311 -4.249
H -13.926 -1.371 -3.661
H -12.493 -1.831 -3.820
O -11.319 -2.919 -3.283
H -11.672 -3.793 -3.444
H -10.406 -3.070 -3.038
```

=====

Short version: Q, P, most stable first.

=====

P.
Molecular formula: CHF3NO2S
Method: DFT, ωB97M-V with the def2-TZVPD basis set

Output
Kohn-Sham gap (spin up / spin down)   6.976 / 6.978 eV
Multiplicity   1
Net charge   -1

Structure (XYZ):
```
9
CHF3NO2S ωB97M-V with the def2-TZVPD basis set
C -1.539 0.318 -0.066
N 1.498 -1.361 0.417
O 1.798 -0.539 -1.812
O 1.770 1.207 -0.065
F -2.865 -0.278 0.002
F -1.164 0.355 1.268
F -1.890 1.609 -0.431
S 1.566 -0.139 -0.481
H 0.826 -1.173 1.168
```

=====

Q.
Molecular formula: CHF3NO2S
Method: DFT, ωB97M-V with the def2-TZVPD basis set

Output
Kohn-Sham gap (spin up / spin down)   5.610 / 5.612 eV
Multiplicity   1
Net charge   -1

Structure (XYZ):
```
9
CHF3NO2S ωB97M-V with the def2-TZVPD basis set
C -1.362 0.336 1.111
N 0.866 0.356 -0.185
O 1.161 0.395 -2.786
O 2.026 -1.479 -1.311
F -2.201 1.375 0.922
F -1.981 -0.777 0.739
F -1.019 0.154 2.421
S 1.596 -0.083 -1.488
H 0.912 -0.276 0.578
```

=====

Short version: P, Q, most stable first.